# 1
The following is a DFT calculation (ωB97M-V/def2-TZVPD) of a 2-piece molecular cluster, C9H14 overall in a non-equilibrium geometry.

```
23
Properties=species:S:1:pos:R:3:forces:R:3
C -1.543 0.866 -2.403 0.47 0.46 0.18
C -1.300 0.156 -1.100 -0.56 -0.07 0.32
C -1.415 0.864 0.095 0.68 0.94 0.20
C -1.390 0.246 1.329 -0.55 -1.53 -0.16
C -1.336 -1.155 1.355 0.00 0.54 0.68
C -1.098 -1.874 0.205 0.64 0.08 -0.81
C -1.080 -1.213 -1.022 -0.06 0.16 -0.19
H -0.869 0.527 -3.186 -0.09 -0.14 -0.14
H -1.376 1.939 -2.272 0.04 -0.07 -0.04
H -2.578 0.767 -2.725 -0.02 -0.23 -0.08
H -1.375 1.951 0.048 -0.38 -0.07 -0.02
H -1.481 0.706 2.305 0.00 0.58 -0.33
H -1.484 -1.623 2.320 0.37 -0.28 -0.07
H -0.764 -2.903 0.203 -0.54 -0.21 0.29
H -0.903 -1.745 -1.953 -0.01 -0.16 0.16
C 2.834 -0.286 0.554 0.05 -0.21 0.52
C 2.188 0.958 1.165 -0.42 -0.54 -1.47
H 2.105 -1.099 0.525 0.02 0.00 -0.12
H 3.252 -0.160 -0.440 -0.02 0.18 -0.10
H 3.632 -0.606 1.226 0.16 -0.16 -0.17
H 2.873 1.802 1.127 0.03 -0.01 0.81
H 1.763 0.626 2.108 0.27 0.74 0.44
H 1.345 1.256 0.536 -0.08 0.00 0.08
```
Forces are in eV/Å.

The structure (SMILES) is Cc1ccccc1.CC.

=====

# 2
The following is a DFT calculation (ωB97M-V/def2-TZVPD) of a 2-piece molecular cluster, C9H14 overall in a non-equilibrium geometry.

```
23
Properties=species:S:1:pos:R:3:forces:R:3
C -1.600 1.318 1.568 -0.37 2.82 0.72
C -0.705 0.100 1.352 -1.23 1.70 2.63
C 0.057 -0.399 2.427 -0.86 -0.98 -0.96
C 0.557 -1.686 2.292 0.72 1.35 0.01
C 0.601 -2.316 1.046 0.95 -1.39 0.15
C -0.125 -1.789 0.009 -1.20 -0.52 -1.84
C -0.871 -0.646 0.248 -2.05 0.91 -3.26
H -2.698 1.181 1.830 1.37 -0.61 -0.36
H -1.640 2.096 0.745 0.25 -1.32 0.25
H -1.235 2.013 2.400 -0.18 -1.28 -0.69
H 0.119 0.071 3.397 -0.09 0.34 -0.07
H 0.999 -2.029 3.201 0.58 -0.91 0.08
H 1.235 -3.226 0.891 -0.87 0.78 0.28
H -0.300 -2.262 -1.012 0.76 0.33 1.59
H -1.683 -0.209 -0.524 2.14 -1.33 1.52
C 0.716 0.694 -3.145 1.79 -3.32 -0.31
C 1.260 1.273 -1.810 -4.88 1.23 -1.06
H -0.266 1.049 -3.364 -0.54 0.54 -0.09
H 1.401 0.900 -3.976 -0.34 0.11 -0.04
H 0.585 -0.534 -3.197 0.52 3.00 0.57
H 0.977 2.360 -1.817 1.22 -0.50 -0.24
H 0.430 0.986 -1.162 0.67 -0.45 0.85
H 2.187 1.056 -1.399 1.65 -0.51 0.27
```
Forces are in eV/Å.

The structure (SMILES) is Cc1ccccc1.CC.

=====

# 3
The following is a DFT calculation (ωB97M-V/def2-TZVPD) of a 2-piece molecular cluster, C9H14 overall in a non-equilibrium geometry.

```
23
Properties=species:S:1:pos:R:3:forces:R:3
C -1.132 -1.651 2.066 -0.87 0.28 -0.62
C 0.006 -0.946 1.385 0.92 -0.03 0.18
C 0.814 -1.595 0.448 -0.03 -1.44 0.08
C 1.975 -1.066 -0.041 0.64 1.16 0.16
C 2.361 0.244 0.297 0.08 -1.08 -0.35
C 1.644 0.899 1.276 -0.91 -0.06 -0.59
C 0.474 0.292 1.786 0.55 0.94 0.75
H -0.869 -2.182 2.974 0.30 0.24 0.31
H -1.565 -2.416 1.426 0.08 -0.08 -0.28
H -1.959 -0.954 2.260 0.29 -0.13 0.25
H 0.643 -2.638 0.190 -0.45 0.10 0.04
H 2.698 -1.638 -0.612 -0.48 -0.16 -0.31
H 3.233 0.571 -0.260 0.02 0.65 0.59
H 1.872 1.911 1.595 0.19 -0.15 0.04
H 0.027 0.833 2.622 -0.35 -0.24 -0.30
C -0.961 0.693 -2.525 -0.70 0.23 -0.14
C -1.554 1.928 -1.827 0.29 -0.62 0.12
H -0.214 0.913 -3.284 -0.09 0.24 -0.10
H -0.497 0.002 -1.829 -0.03 -0.11 0.19
H -1.820 0.228 -3.006 0.29 -0.59 -0.16
H -2.012 1.597 -0.889 0.37 0.25 0.17
H -0.757 2.658 -1.665 -0.52 0.20 0.22
H -2.409 2.315 -2.384 0.42 0.39 -0.25
```
Forces are in eV/Å.

The structure (SMILES) is Cc1ccccc1.CC.

=====

# 4
The following is a DFT calculation (ωB97M-V/def2-TZVPD) of a 2-piece molecular cluster, C9H14 overall in a non-equilibrium geometry.

```
23
Properties=species:S:1:pos:R:3:forces:R:3
C -1.084 -2.259 0.067 0.50 0.05 -0.66
C -1.455 -0.804 0.265 2.01 -1.45 0.27
C -1.711 -0.075 -0.899 -2.14 0.19 0.58
C -2.197 1.217 -0.761 0.51 0.21 0.61
C -1.943 1.882 0.445 0.15 -0.09 -0.17
C -1.494 1.178 1.543 0.22 -0.54 0.77
C -1.274 -0.214 1.507 -0.97 1.78 -1.07
H -1.837 -2.768 -0.508 -0.50 -0.34 -0.08
H -0.803 -2.876 0.918 -0.33 0.38 0.40
H -0.206 -2.276 -0.580 0.18 -0.02 -0.08
H -1.862 -0.589 -1.840 0.15 -0.15 0.02
H -2.845 1.694 -1.483 0.63 0.16 -0.57
H -1.996 2.961 0.493 -0.59 0.04 0.14
H -1.376 1.678 2.499 0.18 0.19 -0.15
H -1.005 -0.726 2.413 0.03 -0.39 -0.02
C 2.355 0.418 -0.005 0.05 0.12 0.61
C 3.433 0.129 -1.038 -0.53 -1.09 -0.21
H 1.335 0.299 -0.371 0.06 0.08 -0.19
H 2.454 -0.249 0.855 -0.01 -0.14 -0.10
H 2.445 1.419 0.424 -0.02 0.07 -0.19
H 3.449 0.852 -1.850 0.35 0.23 0.18
H 4.397 -0.062 -0.569 0.19 0.63 -0.09
H 3.222 -0.832 -1.523 -0.14 0.09 -0.01
```
Forces are in eV/Å.

The structure (SMILES) is Cc1ccccc1.CC.

=====

# 5
The following is a DFT calculation (ωB97M-V/def2-TZVPD) of a 2-piece molecular cluster, C9H14 overall in a non-equilibrium geometry.

```
23
Properties=species:S:1:pos:R:3:forces:R:3
C -3.039 0.458 -0.956 -0.84 -0.93 0.21
C -2.060 -0.601 -0.528 1.96 0.44 -0.17
C -1.829 -0.990 0.790 -0.63 -0.06 -0.75
C -0.768 -1.855 1.080 -0.34 1.13 0.48
C 0.079 -2.282 0.086 0.94 -1.05 -1.04
C 0.016 -1.789 -1.228 -0.92 0.59 1.60
C -1.023 -0.916 -1.426 -0.42 1.34 -1.22
H -3.212 1.145 -0.127 -0.07 0.26 -0.36
H -3.991 -0.024 -1.213 -0.13 0.05 0.35
H -2.786 0.928 -1.906 0.47 0.31 0.35
H -2.482 -0.534 1.528 0.22 -0.35 0.37
H -0.485 -1.937 2.123 -0.18 -0.73 -0.02
H 0.848 -3.018 0.266 0.26 0.11 0.55
H 0.802 -1.848 -1.965 0.04 -0.48 0.10
H -0.931 -0.203 -2.248 -0.35 -0.61 -0.46
C 1.930 1.418 0.710 -1.04 0.15 0.22
C 3.356 1.957 0.715 -0.64 -0.28 -0.01
H 1.886 0.336 0.817 0.00 -0.08 -0.15
H 1.279 1.823 1.497 0.57 -0.01 0.31
H 1.335 1.719 -0.160 0.51 -0.31 -0.37
H 3.308 3.014 0.448 0.48 -0.04 0.14
H 3.959 1.399 -0.002 0.04 0.25 -0.11
H 3.807 1.798 1.696 0.05 0.30 -0.04
```
Forces are in eV/Å.

The structure (SMILES) is Cc1ccccc1.CC.

=====

# 6
The following is a DFT calculation (ωB97M-V/def2-TZVPD) of a 2-piece molecular cluster, C9H14 overall in a non-equilibrium geometry.

```
23
Properties=species:S:1:pos:R:3:forces:R:3
C 1.971 1.348 1.368 -0.17 0.65 -0.10
C 0.538 1.210 0.900 1.09 -1.01 0.70
C -0.483 1.857 1.561 -0.61 0.33 -0.37
C -1.763 1.869 0.996 -0.08 0.42 -1.14
C -2.079 1.005 -0.043 1.07 0.47 0.08
C -1.073 0.145 -0.492 0.23 -0.68 -0.43
C 0.258 0.294 -0.127 -1.30 1.00 0.61
H 2.549 0.476 1.102 0.22 -0.24 -0.02
H 2.062 1.531 2.437 -0.17 -0.17 0.08
H 2.437 2.220 0.897 0.02 -0.10 -0.12
H -0.309 2.433 2.458 0.28 0.26 -0.09
H -2.414 2.730 1.107 -0.22 -0.33 0.89
H -2.960 1.176 -0.646 -0.34 -0.48 0.33
H -1.296 -0.688 -1.143 -0.23 0.31 -0.50
H 1.035 -0.236 -0.646 0.12 -0.17 0.11
C 1.516 -2.914 -1.400 0.66 -0.77 0.13
C 0.145 -3.182 -2.058 0.21 1.06 1.94
H 1.654 -2.108 -0.686 -0.60 0.57 -0.37
H 1.841 -3.738 -0.759 -0.09 -0.37 -0.40
H 2.262 -2.804 -2.183 0.27 0.05 0.10
H -0.601 -2.567 -1.551 -0.10 -0.01 -0.12
H 0.165 -2.851 -3.083 -0.20 -0.55 -0.47
H -0.155 -4.196 -1.816 -0.05 -0.23 -0.86
```
Forces are in eV/Å.

The structure (SMILES) is Cc1ccccc1.CC.

=====

# 7
The following is a DFT calculation (ωB97M-V/def2-TZVPD) of a 2-piece molecular cluster, C9H14 overall in a non-equilibrium geometry.

```
23
Properties=species:S:1:pos:R:3:forces:R:3
C 2.091 2.284 -2.386 -1.02 0.04 -0.98
C 1.672 1.329 -1.319 -0.66 -0.80 0.85
C 0.696 1.721 -0.383 0.36 1.02 -0.32
C 0.346 0.953 0.691 0.34 -0.54 0.03
C 1.050 -0.235 0.954 -1.24 0.47 0.80
C 1.899 -0.738 0.015 0.59 0.97 -1.24
C 2.122 0.025 -1.165 1.05 -0.15 0.40
H 1.442 2.146 -3.264 0.04 -0.07 0.10
H 3.093 2.197 -2.795 0.25 -0.06 0.49
H 1.856 3.297 -2.064 0.44 0.10 0.06
H 0.292 2.732 -0.408 -0.10 -0.15 -0.36
H -0.457 1.309 1.321 0.18 -0.06 0.36
H 0.861 -0.676 1.926 0.19 -0.43 -0.18
H 2.530 -1.601 0.174 -0.28 -0.26 0.04
H 2.849 -0.361 -1.874 -0.06 -0.01 -0.04
C -2.224 -1.768 0.860 -0.14 0.21 -1.16
C -3.396 -1.860 1.839 0.71 0.32 -0.30
H -1.892 -2.730 0.471 0.39 -0.18 0.62
H -2.442 -1.279 -0.096 -0.60 0.32 0.23
H -1.422 -1.140 1.238 0.29 -0.58 0.25
H -3.327 -0.978 2.475 -0.46 -0.07 0.14
H -4.352 -1.884 1.326 -0.14 -0.04 0.10
H -3.287 -2.743 2.463 -0.15 -0.04 0.13
```
Forces are in eV/Å.

The structure (SMILES) is Cc1ccccc1.CC.

=====

# 8
The following is a DFT calculation (ωB97M-V/def2-TZVPD) of a 2-piece molecular cluster, C9H14 overall in a non-equilibrium geometry.

```
23
Properties=species:S:1:pos:R:3:forces:R:3
C -3.591 1.180 1.237 -0.51 -1.09 0.86
C -0.191 -0.455 1.392 0.46 0.61 -0.08
C -1.269 0.397 1.684 0.57 -0.39 0.17
C -0.264 -1.506 0.411 -0.32 0.45 0.60
C -2.445 0.244 1.010 -0.20 1.45 -0.45
C -1.407 -1.599 -0.313 -0.24 0.18 -0.38
C -2.437 -0.628 -0.113 0.45 -1.68 -0.44
H 0.786 -0.254 1.829 -0.26 -0.11 0.19
H -1.179 1.229 2.368 0.19 -0.22 0.26
H 0.598 -2.139 0.277 -0.04 -0.15 -0.13
H -1.496 -2.340 -1.099 -0.12 0.16 0.01
H -4.519 0.588 1.235 0.07 0.31 -0.50
H -3.621 1.975 0.494 -0.10 -0.01 -0.05
H -3.211 -0.601 -0.869 -0.28 0.19 0.19
H -3.574 1.574 2.256 0.34 0.31 -0.26
C 3.532 -0.230 -1.993 -0.24 -1.33 -0.13
C 3.440 0.857 -0.947 0.74 -0.10 0.25
H 4.511 -0.410 -2.450 -0.13 0.54 0.07
H 3.269 -1.223 -1.586 0.01 0.32 0.08
H 2.789 -0.050 -2.777 0.27 0.06 -0.10
H 3.670 1.811 -1.414 -0.43 0.27 0.13
H 2.443 0.815 -0.509 -0.08 0.49 0.00
H 4.163 0.767 -0.122 -0.18 -0.26 -0.28
```
Forces are in eV/Å.

The spin multiplicity is 2. As for the net charge: +1.

=====

# 9
The following is a DFT calculation (ωB97M-V/def2-TZVPD) of a 2-piece molecular cluster, C9H14BBrNO6 overall in a non-equilibrium geometry.

```
32
Properties=species:S:1:pos:R:3:forces:R:3
C 3.290 -1.879 -0.597 0.18 0.20 -0.03
C 2.761 -0.658 -0.800 0.02 -0.88 -0.10
C 1.268 -0.454 -0.988 0.95 -0.29 -0.85
C 0.882 0.605 0.040 0.96 1.45 -0.43
B 1.493 0.388 1.522 -0.29 -0.56 0.36
O 1.291 -0.779 2.222 0.33 0.46 -0.07
O 2.216 1.416 2.099 -0.24 0.03 -0.35
O 1.638 1.790 -0.421 0.54 0.28 -0.68
C 0.893 2.532 -1.255 0.19 0.35 -0.22
O 1.313 3.284 -2.104 -0.58 -0.76 1.12
O -0.404 2.317 -0.956 0.07 0.26 -0.77
C -0.525 1.237 -0.040 -1.00 -0.66 0.72
N -1.630 0.403 -0.487 0.42 0.20 0.41
C -2.898 1.034 0.043 1.15 1.15 -0.18
C -1.542 -0.893 0.117 -0.51 -0.79 0.33
C -2.026 -2.039 -0.726 0.13 0.00 -0.35
O -1.132 -1.080 1.240 0.21 0.44 -0.43
H 3.043 -2.735 -1.214 -1.27 -0.44 0.89
H 4.010 -2.059 0.192 1.21 0.31 -0.86
H 3.433 0.188 -0.855 -0.29 0.52 1.37
H 0.812 -1.412 -0.765 -0.35 -0.02 -0.20
H 1.092 -0.115 -2.010 -0.68 0.09 0.01
H 0.482 -0.707 2.739 -0.28 -0.53 -0.07
H 1.688 1.945 2.698 0.15 0.13 0.30
H -0.835 1.655 0.926 0.47 0.24 0.13
H -2.820 2.117 -0.081 0.14 -0.01 -0.43
H -2.985 0.843 1.124 0.07 0.08 -0.68
H -3.763 0.682 -0.483 -0.17 -0.26 -0.05
H -2.128 -1.742 -1.764 -0.22 0.08 -0.09
H -1.311 -2.858 -0.688 0.16 -0.02 0.22
H -2.963 -2.412 -0.327 -0.24 0.14 0.11
Br -4.640 -0.614 1.598 -1.22 -1.15 0.85
```
Forces are in eV/Å.

As for the net charge: -1.

=====

# 10
The following is a DFT calculation (ωB97M-V/def2-TZVPD) of C9H14BF2NRhSSe2 as an isolated structure.

```
31
Properties=species:S:1:pos:R:3:forces:R:3
Rh 0.519 0.716 -0.725 -0.21 -0.30 0.34
C -0.493 0.047 2.639 -0.03 -0.02 -0.05
Se 0.646 1.437 1.905 0.13 0.05 -0.08
C 2.380 0.615 2.315 -0.09 -0.05 -0.04
C 2.734 -0.519 1.370 -0.02 0.08 0.06
Se 2.862 0.182 -0.448 0.18 0.08 -0.05
C 3.395 -1.454 -1.337 -0.13 -0.05 0.02
H -0.384 0.044 3.720 0.01 0.00 0.00
H -0.244 -0.920 2.210 -0.01 0.00 0.00
H -1.515 0.307 2.374 0.00 0.01 0.01
H 2.322 0.261 3.343 0.01 0.01 0.00
H 3.111 1.421 2.276 0.01 0.00 0.00
H 1.970 -1.295 1.373 0.04 -0.04 -0.02
H 3.699 -0.964 1.617 0.01 0.04 0.03
H 2.696 -2.252 -1.098 0.00 0.00 0.00
H 4.398 -1.693 -0.994 -0.01 -0.02 0.00
H 3.394 -1.258 -2.403 0.01 0.01 -0.01
S -0.406 -1.374 -0.705 0.18 0.14 -0.08
C -1.883 -0.425 -0.686 -0.07 0.07 -0.08
C -3.204 -0.837 -0.670 0.01 -0.02 0.02
C -4.176 0.143 -0.771 -0.02 -0.02 0.01
C -3.815 1.481 -0.887 0.02 0.02 0.01
C -2.476 1.814 -0.880 -0.01 0.02 0.13
N -1.538 0.870 -0.759 -0.01 -0.05 -0.17
H -3.452 -1.887 -0.604 0.00 0.00 -0.01
H -5.221 -0.136 -0.773 0.00 0.00 0.00
H -4.560 2.256 -0.988 0.00 0.00 0.00
H -2.135 2.837 -0.961 0.00 0.00 -0.01
F -0.646 0.389 -3.399 -0.01 -0.03 0.01
B 0.462 0.252 -2.686 0.00 0.16 -0.05
F 1.559 -0.060 -3.369 0.01 -0.10 0.02
```
Forces are in eV/Å.

As for the net charge: +1.

=====

# 11
The following is a DFT calculation (ωB97M-V/def2-TZVPD) of a 2-piece molecular cluster, C9H14BrF3N4O5P overall in a non-equilibrium geometry.

```
37
Properties=species:S:1:pos:R:3:forces:R:3
N -2.553 -0.427 -2.480 0.07 0.07 -0.06
C -1.413 -0.024 -1.951 0.06 0.05 -0.31
N -1.329 1.271 -1.534 0.82 -0.53 -0.49
C -0.232 1.654 -0.628 0.27 0.19 -0.22
C 0.508 0.450 -0.037 0.07 0.01 0.10
C 1.659 1.032 0.834 -0.04 0.01 0.22
C 1.721 0.630 2.300 -0.04 0.16 -0.01
O 2.039 -0.747 2.406 0.22 0.18 -0.04
C 1.987 -1.285 3.645 -0.06 -0.21 0.29
O 2.641 -2.223 3.964 -0.03 -0.08 -0.16
N -0.435 -0.364 0.781 -0.14 0.36 0.06
C -1.504 0.062 1.176 0.03 -0.06 -0.38
O -2.560 0.412 1.500 0.04 -0.11 0.37
C 0.889 -0.483 -1.234 0.22 -0.15 -0.23
P 1.790 -2.245 -0.945 -0.18 0.12 0.14
O 1.261 -2.633 0.532 -0.14 -0.12 -0.14
Br 3.828 -1.646 -0.401 0.04 0.00 -0.04
C 1.697 0.195 -2.369 -0.32 0.14 0.09
F 2.719 0.907 -1.918 0.11 0.18 0.14
F 2.149 -0.710 -3.224 0.17 -0.33 -0.15
F 0.932 1.040 -3.108 -0.10 0.06 0.01
N -0.384 -0.923 -1.870 -0.54 0.56 1.36
H -3.339 0.205 -2.534 -0.03 -0.08 0.21
H -2.649 -1.344 -2.890 0.10 0.09 -0.13
H -1.398 1.904 -2.327 -0.58 0.19 0.28
H 0.494 2.263 -1.170 -0.04 -0.04 0.01
H -0.623 2.299 0.166 -0.15 -0.24 -0.01
H 1.540 2.121 0.857 0.07 -0.08 -0.13
H 2.629 0.835 0.390 -0.03 -0.09 -0.09
H 0.799 0.877 2.842 -0.04 -0.14 -0.08
H 2.521 1.225 2.753 -0.06 -0.06 -0.03
H 1.254 -0.812 4.319 0.02 0.22 -0.06
H 0.312 -2.526 0.687 0.12 0.05 0.15
H -0.728 -1.770 -1.421 0.12 -0.32 -0.62
O -5.468 0.527 0.690 0.08 -0.06 -0.21
H -6.133 0.015 1.159 -0.01 0.02 0.01
H -4.620 0.239 1.043 -0.10 0.04 0.15
```
Forces are in eV/Å.

As for the net charge: +1.

=====

# 12
The following is a DFT calculation (ωB97M-V/def2-TZVPD) of one molecule with the formula C9H14BrNO3 in a non-equilibrium geometry.

```
28
Properties=species:S:1:pos:R:3:forces:R:3
C -2.084 3.169 0.266 1.62 2.01 -0.48
O -2.280 1.984 0.938 0.48 -2.71 -0.01
C -1.882 0.720 0.379 1.10 -0.40 0.07
C -0.332 0.508 0.304 -1.11 -1.54 -0.10
O 0.142 1.020 -0.927 -2.07 2.18 0.78
C 1.378 0.643 -1.161 2.06 -1.11 0.43
Br 2.816 1.589 -0.104 -0.58 -0.09 -0.06
C 1.368 -0.893 -0.929 -1.01 0.85 2.21
C 0.886 -1.587 -2.154 -0.06 -1.47 -0.37
C 2.667 -1.484 -0.492 -2.38 1.60 -0.91
N 3.767 -1.709 -0.336 1.77 -0.90 0.45
C 0.239 -0.968 0.229 -0.35 -0.13 -1.42
O 0.847 -1.401 1.359 1.19 -0.22 1.68
C -0.039 -1.818 2.391 1.64 0.64 1.33
H -1.284 3.790 0.736 -0.69 -0.32 0.46
H -3.029 3.667 0.331 -0.38 0.76 -0.23
H -1.669 3.246 -0.757 -0.72 -1.25 -0.06
H -2.259 -0.074 1.113 0.08 1.11 -1.37
H -2.157 0.605 -0.700 -0.72 -0.05 0.92
H 0.044 0.986 1.189 0.94 0.50 0.27
H 1.595 0.945 -2.141 0.66 0.15 -1.36
H -0.137 -1.612 -2.480 -0.96 0.90 0.72
H 1.046 -2.641 -1.929 0.51 -0.23 -0.76
H 1.388 -1.196 -3.005 0.99 -0.33 -0.84
H -0.523 -1.740 -0.106 0.35 0.89 0.22
H -0.401 -0.882 2.955 -0.45 -1.53 -1.07
H 0.577 -2.366 3.199 -0.90 0.59 -1.56
H -0.685 -2.499 1.831 -0.98 0.13 1.07
```
Forces are in eV/Å.

The structure (SMILES) is COC[C@@H]1O[C@@H](Br)[C@@](C)(C#N)[C@H]1OC.

=====

| no. | calculated total energy (eV) |
| --- | --- |
| 1 | -9559.766 |
| 2 | -9558.404 |
| 3 | -9559.664 |
| 4 | -9559.471 |
| 5 | -9559.293 |
| 6 | -9559.183 |
| 7 | -9559.533 |
| 8 | -9550.962 |
| 9 | -94056.308 |
| 10 | -161695.684 |
| 11 | -113236.490 |
| 12 | -87231.844 |